[1]
The following is a DFT calculation (wB97M-V/def2-TZVPD) of C30H82BF4O37S7Sn as an isolated structure in a non-equilibrium geometry.

For the calculated total energy, the calculation gives -201412.1358 eV. As for the frontier orbital gap: 5.31 eV. As for the spin multiplicity: 1. Its charge is +1. As for the LUMO energy: -6.34 eV. The calculation puts the HOMO energy at -11.65 eV.

Structure (XYZ):
```
162
Properties=species:S:1:pos:R:3:forces:R:3
Sn -4.0532 -1.5843 -0.0699 2.3 1.3 -0.3
B -0.6730 0.3689 0.2652 1.2 3.0 2.7
F 0.6975 0.3208 0.4607 0.9 0.4 -0.2
F -1.0459 -0.5995 -0.4919 -2.1 -4.8 -3.3
F -1.2928 0.2235 1.5109 -0.5 0.2 0.6
F -1.0793 1.5618 -0.3572 0.1 0.8 0.1
O -4.3061 1.0267 1.9416 1.1 1.3 0.2
S -3.7748 2.1502 2.7398 -0.3 1.4 0.9
O -2.3304 2.4136 2.8846 -2.8 -0.5 -1.0
O -4.6069 3.5490 2.4072 0.1 -1.5 0.7
C -4.6447 4.1682 1.1396 2.1 -0.8 -2.2
C -5.6544 5.2351 0.9264 -1.2 0.3 2.0
C -4.5289 2.0705 4.3643 -0.1 -1.0 -0.3
H -4.6656 3.4180 0.3491 -0.4 -0.4 0.0
H -3.6601 4.6133 0.9957 0.2 0.3 0.0
H -5.5167 5.7524 -0.0232 0.0 0.0 0.3
H -5.5865 5.8753 1.8059 0.6 0.9 -0.4
H -6.6963 4.9631 1.0954 -0.1 -0.7 -0.8
H -3.7887 1.6163 5.0229 0.0 0.5 0.1
H -5.3527 1.3631 4.2691 0.0 0.0 -0.1
H -4.9562 3.0299 4.6560 0.7 -0.1 0.1
O 4.5203 -1.5453 -0.7671 1.5 -0.5 -0.2
S 5.7068 -2.3975 -0.8608 0.6 -2.1 0.5
O 6.5661 -2.4878 -2.0265 -1.1 1.1 1.5
O 6.7189 -2.1547 0.4505 -1.3 -0.3 -2.2
C 6.1638 -2.2609 1.7623 -0.3 0.9 1.4
C 6.7684 -1.1250 2.6131 -0.1 0.0 0.2
C 5.1756 -4.1334 -0.5542 -0.3 1.4 1.6
H 6.3176 -3.2518 2.1896 0.4 -0.1 -0.3
H 5.0846 -2.1095 1.7838 -0.1 -0.1 -0.5
H 6.9002 -1.3319 3.6751 0.0 -0.7 -0.1
H 6.1002 -0.2643 2.6433 0.1 0.2 -0.5
H 7.7481 -0.8344 2.2338 -0.1 0.0 -0.1
H 6.0404 -4.7243 -0.2524 0.1 -0.1 -1.1
H 4.4512 -4.4751 -1.2935 0.7 -0.1 -0.3
H 4.6314 -4.1184 0.3901 -0.4 0.2 0.1
O -1.4152 -3.6912 -0.4412 2.0 1.6 2.0
S -0.1737 -3.4294 0.3898 0.1 -1.3 -0.4
O -0.1566 -2.5928 1.5870 -0.9 -1.0 -1.6
O 0.2947 -4.9535 0.8511 0.2 2.5 0.1
C -0.7532 -5.7743 1.3271 -1.8 -2.0 -1.8
C -1.9653 -5.2744 2.0583 -0.6 0.3 1.3
C 1.2698 -2.9508 -0.6890 -1.0 -0.6 1.5
H -0.3509 -6.7030 1.7318 0.6 0.6 0.6
H -1.2545 -6.1722 0.4448 0.3 -0.2 -0.5
H -2.5230 -6.1433 2.4076 0.4 -0.3 0.2
H -2.7265 -4.8205 1.4238 0.5 0.5 -0.2
H -1.7828 -4.6573 2.9381 0.1 0.2 0.0
H 1.5516 -3.8977 -1.1494 -0.2 0.4 -0.6
H 2.0961 -2.6396 -0.0499 -0.2 0.0 0.3
H 0.9200 -2.0870 -1.2544 0.0 -0.5 -0.4
O -5.2179 2.7031 -2.7651 0.7 1.3 -2.1
S -4.3851 3.5410 -3.6447 -2.3 1.7 2.6
O -3.1761 2.9845 -4.1513 0.0 0.0 -0.7
O -5.1969 4.3002 -4.8770 1.5 -2.3 1.1
C -6.5050 4.8308 -4.6333 -1.0 -0.2 0.1
C -7.4137 4.3923 -5.7586 -0.3 0.8 -0.6
C -3.9851 5.1048 -2.7190 1.5 -1.8 -1.1
H -6.3711 5.9104 -4.7013 -0.2 0.0 0.4
H -6.9150 4.5099 -3.6756 0.4 0.1 0.2
H -7.6577 3.3344 -5.8565 0.8 -0.1 0.0
H -6.9427 4.8690 -6.6183 -0.1 -0.8 -0.6
H -8.3995 4.8572 -5.7537 0.0 0.4 0.6
H -3.0324 4.9008 -2.2302 -0.1 -0.3 0.4
H -4.7078 5.4458 -1.9777 -0.2 0.1 -0.8
H -3.6354 5.6615 -3.5884 -0.7 1.0 0.4
O -0.9807 4.0508 8.5176 -0.6 0.3 -0.4
S -1.4048 3.7727 7.1828 0.7 -0.3 -1.8
O -2.7817 4.0254 6.6929 2.9 -0.5 0.8
O -0.2409 4.5488 6.2157 -1.3 -1.5 2.8
C -0.4210 4.4455 4.8278 -0.5 -0.4 -0.9
C -1.1802 5.6439 4.4047 -0.3 2.4 -1.6
C -0.9473 1.9879 6.8603 -0.5 0.8 -0.8
H -0.9113 3.5170 4.5353 0.0 -0.2 0.1
H 0.5499 4.4771 4.3334 0.1 -0.4 0.5
H -1.6355 6.2392 5.1961 0.1 -0.4 0.2
H -1.9242 5.6195 3.6084 -0.3 -1.0 0.1
H -0.4448 6.2874 3.9218 0.1 0.5 0.2
H -0.1385 1.9141 6.1334 0.1 0.5 0.0
H -1.8139 1.5677 6.3499 0.0 -0.2 0.5
H -0.6183 1.4604 7.7556 -0.5 0.4 0.2
O -1.7280 -6.9976 -3.9825 1.3 0.1 1.2
S -0.4921 -6.7285 -3.2535 -1.6 0.0 -1.3
O -0.3604 -7.0326 -1.8468 0.3 0.1 -1.5
O 0.6994 -7.4619 -4.1089 -1.2 0.7 2.5
C 0.6351 -7.2672 -5.5087 1.6 1.9 -1.3
C 2.1047 -6.8464 -5.8798 -0.6 -1.9 -0.6
C -0.1641 -4.9694 -3.5114 0.9 -0.2 0.5
H 0.0028 -6.4162 -5.7617 -0.4 -0.3 0.0
H 0.2604 -8.1632 -6.0034 0.2 0.1 0.1
H 2.6618 -7.7471 -5.6222 0.6 0.4 0.5
H 2.4928 -5.9429 -5.4096 -0.3 -0.2 0.3
H 2.3055 -6.7982 -6.9500 -0.5 0.3 -0.2
H -0.0113 -4.7443 -4.5669 0.1 -0.2 0.1
H 0.7272 -4.7765 -2.9143 0.2 0.1 -0.4
H -0.9120 -4.2875 -3.1067 -0.5 -0.6 0.1
O 3.8036 2.0369 -3.5952 -0.9 1.4 -1.2
S 3.8444 3.2344 -4.4415 2.0 0.2 0.0
O 4.1314 3.0511 -5.8636 -1.2 0.5 1.9
O 2.5097 4.2130 -4.1763 2.1 -1.6 -1.2
C 1.5461 3.6185 -3.3353 -1.9 0.4 0.7
C 0.2979 4.4780 -3.4330 -0.4 -0.4 0.0
C 5.1333 4.2983 -3.6623 -0.5 -0.2 -0.1
H 1.8891 3.6645 -2.3017 0.2 -0.5 0.0
H 1.2326 2.6220 -3.6467 0.6 -0.2 0.1
H -0.5030 4.0545 -2.8269 0.3 0.1 0.9
H -0.2229 4.3753 -4.3850 0.7 0.6 -0.5
H 0.5533 5.4908 -3.1214 -0.5 0.1 -0.3
H 6.0294 4.4848 -4.2543 -0.3 -0.5 -0.4
H 5.3892 3.7054 -2.7843 0.0 0.3 0.1
H 4.7194 5.2760 -3.4156 -0.2 -0.3 0.1
O 2.7752 2.2623 -0.0316 0.3 0.1 -0.1
H 2.2086 2.8968 0.4073 -0.3 0.4 0.3
H 2.1710 1.6321 -0.4241 -0.3 -0.3 0.0
O 5.3670 1.7492 -0.8693 0.8 0.1 -0.2
H 4.5634 2.2472 -0.7195 -0.5 0.0 0.2
H 5.1017 0.8336 -0.7823 -0.1 -0.3 0.0
O -3.2076 -2.1965 -3.0376 -0.8 -0.3 0.9
H -3.2306 -2.7588 -3.8119 -0.2 -0.4 -0.1
H -2.5795 -1.5089 -3.2588 0.7 0.8 0.1
O -3.1721 0.8010 -1.8692 -0.9 -1.0 1.0
H -3.0553 1.2479 -2.7076 -0.2 0.0 -0.6
H -2.3641 0.9790 -1.3878 0.7 0.3 0.3
O 0.3516 3.3053 1.7256 0.4 0.4 -0.1
H -0.5620 3.5422 1.5657 -0.3 0.0 -0.1
H 0.3513 2.3483 1.7458 0.0 -0.4 0.2
O -1.7600 0.0351 4.3994 -0.3 -0.2 0.4
H -1.0349 -0.2392 4.9608 0.1 -0.2 0.2
H -1.3525 0.5919 3.7358 0.2 0.4 -0.7
O -3.2669 -1.6028 2.8860 -1.2 -1.0 -1.5
H -2.8220 -2.3630 3.2608 0.2 -0.2 0.0
H -3.0374 -0.8790 3.4687 0.6 0.7 0.3
C 1.1892 -5.3115 5.0764 -2.8 1.1 -3.1
C 1.1526 -3.8464 4.4930 0.5 -0.2 1.9
O 2.1738 -3.8238 3.5084 0.1 -0.2 -0.6
C 2.5896 -5.0678 3.2289 4.6 -1.8 -1.5
O 3.5070 -5.3756 2.3822 -5.0 1.6 3.8
O 2.0864 -5.9517 4.1607 1.0 0.2 -0.2
H 0.2161 -5.7176 4.8002 -0.2 -0.4 0.3
H 1.1959 -5.3572 6.1655 1.5 -0.4 -0.2
H 1.4138 -3.2737 5.3829 0.4 0.9 -0.5
H 0.2552 -3.4047 4.0597 -0.2 -0.7 0.0
C 1.6037 -0.3380 3.1124 0.2 -3.0 -0.3
C 3.0929 -0.4555 2.7681 -1.7 2.4 1.6
O 3.4591 0.7169 3.5632 1.9 0.3 0.3
C 2.4453 1.5988 3.7019 2.8 2.6 1.1
O 2.5772 2.7380 4.1348 -0.7 -2.8 -0.9
O 1.3561 1.0094 3.3085 -2.8 0.8 -1.1
H 1.4256 -0.7829 4.0914 0.1 -0.5 0.1
H 1.0049 -0.8648 2.3694 -0.4 0.8 0.2
H 3.2738 -0.1544 1.7363 0.4 -0.8 -0.1
H 3.5246 -1.3388 3.2389 0.3 0.1 -0.6
C 1.7908 -0.1435 -5.1187 2.6 1.3 -2.4
C 2.2321 -1.0801 -4.0938 0.8 -0.7 0.7
O 1.0338 -1.3122 -3.4020 -2.5 -0.8 1.5
C 0.0223 -0.5167 -3.8508 -1.5 -0.2 0.7
O -1.1456 -0.4474 -3.4523 2.9 -0.7 -0.5
O 0.4689 0.2133 -4.8440 -0.4 0.8 -0.5
H 1.9508 -0.5488 -6.1178 -0.9 0.0 -0.2
H 2.5315 0.6540 -5.0606 -0.8 0.9 -0.2
H 2.9538 -0.6127 -3.4239 0.0 -0.3 0.2
H 2.6247 -1.9911 -4.5457 0.0 -0.2 0.5
```
Positions in Å, forces in eV/Å.

[2]
The following is a DFT calculation (wB97M-V/def2-TZVPD) of a 8-piece molecular cluster, C30H83N7O9 overall in a non-equilibrium geometry.

For the calculated total energy, the calculation gives -61308.4607 eV. As for the frontier orbital gap: 8.51 eV. Its SMILES is COC[C@H](C)N.COC[C@H](C)N.COC[C@H](C)N.COC[C@H](C)N.COC[C@H](C)N.COC[C@H](C)N.COC[C@H](C)N.OCCO. The calculation puts the relative energy (zero: lowest compared OMol25 entry of this formula, charge and spin) at 230.4 kJ/mol. As for the spin multiplicity: 1. As for the LUMO energy: 0.39 eV. The calculation puts the HOMO energy at -8.12 eV.

Structure (XYZ):
```
129
Properties=species:S:1:pos:R:3:forces:R:3
C -5.2203 0.7037 2.3335 -1.2 0.3 -0.6
O -4.2930 0.1561 3.1974 0.5 -1.2 1.6
C -2.9428 0.3485 2.8301 0.7 -1.0 -1.1
C -1.9619 0.5187 3.9975 -1.9 0.8 0.9
C -2.4185 1.7916 4.7118 2.1 0.3 0.1
N -0.5519 0.5861 3.6600 -0.4 -0.6 -0.8
H -5.0475 1.7775 2.3072 0.1 0.4 -0.6
H -6.2606 0.6165 2.7273 0.9 -0.4 0.0
H -5.2229 0.2348 1.3180 0.2 0.5 0.7
H -2.5790 -0.4621 2.1759 -0.3 0.0 0.1
H -2.9567 1.2279 2.2248 0.6 1.0 -0.6
H -2.1809 -0.2867 4.7179 0.5 -0.1 -0.4
H -3.3062 1.6617 5.2252 -1.8 -0.5 1.4
H -2.6292 2.6350 4.0691 0.4 0.2 -0.6
H -1.5919 2.0620 5.3913 -0.6 0.2 0.0
H 0.0085 0.4802 4.4943 0.0 0.1 0.0
H -0.3415 1.4916 3.2523 0.2 0.0 0.1
C -1.9060 2.3932 -1.2587 0.4 -1.0 0.3
O -1.1057 1.2245 -1.4539 -0.5 -0.5 0.6
C -0.2056 1.0540 -0.3537 -0.5 1.8 0.0
C 0.6145 -0.1828 -0.3748 1.2 -0.3 -0.7
C 1.4860 -0.2788 0.8444 0.0 -0.3 1.5
N 1.5162 -0.2460 -1.5405 -0.4 0.9 -0.7
H -2.5379 2.3681 -0.3704 -0.1 -0.5 0.2
H -2.5370 2.5282 -2.1078 -0.3 0.0 -0.7
H -1.2599 3.2289 -1.1320 0.6 1.0 -0.1
H 0.4280 1.9550 -0.4046 0.5 -0.3 0.3
H -0.7098 1.1486 0.6106 -0.5 -0.2 0.1
H 0.0114 -1.0606 -0.4942 -0.8 -0.5 0.4
H 0.9151 -0.4192 1.7848 0.1 0.1 -0.5
H 2.0969 0.6217 0.9843 -0.1 0.0 -0.2
H 2.1772 -1.1237 0.7567 -0.1 0.1 -0.1
H 2.1804 0.5278 -1.4529 0.2 -0.1 0.1
H 0.9303 0.0650 -2.3173 0.2 -0.2 -0.4
C -0.3695 -5.2685 3.6091 0.8 0.7 1.4
O 0.8770 -5.0620 4.2935 0.5 0.4 -0.1
C 1.6315 -3.9060 3.8864 -1.7 0.8 -1.5
C 2.9880 -3.9137 4.5198 0.4 -0.5 1.4
C 3.9444 -2.8191 4.0661 -0.9 0.5 0.8
N 3.6253 -5.2146 4.2729 0.4 1.0 1.0
H -1.1806 -5.0043 4.2877 -0.2 0.2 -0.1
H -0.4492 -6.3193 3.4337 0.0 -0.7 -0.5
H -0.4133 -4.6512 2.7266 -0.1 0.0 -0.5
H 1.6942 -3.9107 2.7558 0.1 0.0 0.8
H 1.0768 -2.9774 4.1741 0.3 -0.5 -0.2
H 2.7259 -3.8194 5.6140 0.8 -0.3 -0.7
H 3.8174 -2.7909 3.0047 0.3 0.4 -0.9
H 4.9767 -3.0472 4.3241 -0.1 -0.2 0.0
H 3.7102 -1.8299 4.5085 0.0 -0.5 -0.4
H 2.8520 -5.8166 4.3611 -0.7 -1.6 0.1
H 3.9385 -5.2817 3.3233 0.2 0.1 -0.6
C 0.6801 0.0423 -6.1158 0.7 1.3 0.6
O 0.0084 -0.4785 -5.0046 -0.2 -0.8 -0.9
C -0.6706 -1.6403 -5.4348 -1.1 -0.3 1.8
C -1.5367 -2.1357 -4.2715 -0.9 -0.7 1.1
C -2.6188 -1.1256 -3.8001 -0.2 -1.0 -1.3
N -0.7224 -2.5392 -3.0479 -0.2 -0.1 -1.9
H 1.1421 0.9579 -5.7600 0.3 0.1 -0.2
H 0.0651 0.3029 -6.9524 -1.1 0.2 -0.4
H 1.4131 -0.6089 -6.5468 0.8 -0.7 0.2
H -1.2963 -1.4381 -6.2978 -0.2 0.2 -0.3
H -0.0211 -2.4679 -5.6832 0.8 -0.1 -0.3
H -2.0968 -3.0348 -4.6234 0.7 0.3 0.2
H -3.0325 -0.6131 -4.6975 0.3 0.0 0.7
H -2.0614 -0.4924 -3.1561 -0.1 1.3 0.6
H -3.4800 -1.5889 -3.2607 0.9 0.1 -0.4
H -0.0460 -3.2446 -3.3879 -0.3 0.7 0.6
H -0.2043 -1.7248 -2.7013 -0.1 -0.4 -0.4
C -5.8290 -0.9203 -1.5139 0.8 0.8 0.6
O -5.2266 -2.1546 -1.1352 -0.5 0.6 -0.9
C -3.9638 -1.9607 -0.5284 -1.7 1.8 2.3
C -3.4080 -3.2878 -0.2395 2.6 -0.3 1.2
C -2.2429 -3.2364 0.8115 0.1 0.8 0.9
N -2.8503 -3.8863 -1.4260 -0.2 -1.2 -0.2
H -5.2202 -0.4270 -2.3261 -0.4 -0.2 0.9
H -5.9721 -0.2140 -0.6060 0.4 -1.0 -1.4
H -6.8016 -1.1146 -1.9316 -0.4 -0.3 -0.1
H -3.3143 -1.3278 -1.1035 0.4 0.3 -0.5
H -4.2069 -1.4129 0.4410 0.6 -0.4 -0.7
H -4.2342 -3.8639 0.1735 0.0 -0.4 -0.1
H -1.3196 -2.7518 0.4221 -0.6 -0.3 -0.2
H -1.9510 -4.2208 1.1667 -0.1 -0.4 -0.5
H -2.4104 -2.7135 1.7941 -0.5 -0.1 -1.0
H -1.9360 -3.5553 -1.7887 -1.1 0.3 0.5
H -3.5782 -3.8691 -2.1212 0.2 -0.1 -0.6
C 4.4587 5.0931 -5.4405 0.4 0.4 0.3
O 3.6569 4.1780 -4.7111 0.0 0.7 -0.8
C 4.2108 3.7709 -3.5013 0.2 -0.2 0.8
C 3.1036 2.9618 -2.7491 2.4 -0.3 -1.9
C 1.8391 3.7127 -2.5913 -0.6 -0.1 0.0
N 3.6239 2.4332 -1.5419 1.7 -0.8 2.8
H 5.5141 4.7745 -5.4504 -0.2 0.1 0.3
H 4.3735 6.1258 -5.0161 0.2 -0.7 -0.2
H 4.1699 5.1190 -6.4900 -0.4 -0.1 0.1
H 5.1171 3.1328 -3.7261 -0.7 0.3 0.5
H 4.5655 4.6049 -2.8236 -0.4 -0.3 -0.7
H 3.0180 2.0700 -3.3639 -0.7 -0.1 -0.5
H 1.4445 4.0352 -3.5585 0.1 -0.1 0.2
H 2.1046 4.6067 -2.0183 -0.6 0.0 0.3
H 1.0991 3.0373 -2.1182 0.2 0.7 0.0
H 4.6071 2.0734 -1.6225 -1.4 0.4 -0.1
H 3.6287 3.0292 -0.6938 -0.2 -0.1 -1.1
C 2.6012 3.4975 2.7417 -0.4 0.9 0.1
O 1.1804 3.3694 2.7148 -0.3 -0.1 0.1
C 0.4004 4.1263 1.7661 0.0 -0.5 -0.2
C 0.1073 5.5709 2.2406 0.4 0.0 0.2
C -0.4827 5.5474 3.6382 -0.9 -0.2 1.1
N -0.7408 6.2358 1.2284 2.2 0.1 -0.7
H 2.9274 4.5317 2.9926 -0.2 -0.4 -0.4
H 3.0075 3.1857 1.7801 0.3 0.0 -0.1
H 3.0204 2.8842 3.5529 -0.5 -0.1 -0.4
H 0.8165 4.0636 0.7319 0.2 0.4 0.7
H -0.5732 3.5909 1.6555 0.5 0.3 0.4
H 1.1001 6.0984 2.3481 -1.0 -0.3 -0.5
H -1.0093 6.4835 3.9286 0.8 -0.2 -0.3
H 0.2962 5.3027 4.3889 -0.5 0.2 -0.4
H -1.2991 4.8038 3.7735 0.6 0.0 -0.4
H -0.2252 7.0558 0.9235 -0.2 -0.2 -0.3
H -1.6315 6.5887 1.4672 -1.0 -0.1 1.0
O 2.8526 -2.7892 -1.8108 -0.3 0.0 0.3
C 1.8449 -3.7663 -1.5526 -0.2 0.3 -0.7
C 2.4501 -4.9809 -0.8487 1.2 1.9 1.3
O 1.5091 -5.9862 -0.5864 -0.6 -0.3 1.1
H 2.4481 -1.8846 -1.8689 0.0 -0.6 0.3
H 0.9587 -3.3344 -1.0227 0.7 -0.4 0.0
H 1.4663 -4.1260 -2.5147 -0.2 -0.1 0.0
H 3.0140 -4.5388 0.0419 -0.9 -0.8 -0.4
H 3.2849 -5.3751 -1.4373 -0.5 -0.2 -0.3
H 1.0406 -5.8813 0.2822 0.9 0.2 -1.3
```
Positions in Å, forces in eV/Å.

- Among the records above, which one has the lowest frontier orbital gap?
  C30H82BF4O37S7Sn

- Which of these has the lowest calculated total energy?
  C30H82BF4O37S7Sn

- What is the frontier orbital gap in the second record?
  8.51 eV

- Which value of frontier orbital gap does entry 2 give?
  8.51 eV